Formula: C14H15Br2N5O2
Source: OMol25
Level of theory: the ωB97M-V functional and the def2-TZVPD basis

Last column: Löwdin charge in e.
Atoms and positions in Å:
C 4.5807 -0.4195 0.7262  -0.093
C 4.4800 -1.9557 0.9351  -0.221
C 3.1066 -2.5996 0.7423  -0.206
O 2.3764 -2.4510 1.9505  -0.003
C 1.4138 -1.4520 2.0819  -0.346
N 0.9312 -0.7885 1.0054  0.214
C 0.0042 0.0849 1.1829  -0.304
N -0.4742 0.6393 0.0408  0.224
C -1.2404 1.6513 0.2064  -0.350
O -1.6564 2.3885 -0.8727  0.007
C -1.1460 1.9875 -2.1694  -0.191
C -1.7582 2.9057 -3.2035  -0.234
C -1.1002 2.9067 -4.5943  -0.100
N -1.6868 2.0821 1.4319  0.192
C -1.3079 1.4732 2.4948  -0.272
C -1.8492 1.8428 3.8075  -0.581
Br -3.2597 3.1233 4.0842  0.740
C -1.3260 1.2167 4.9005  -0.114
C -0.3010 0.1439 4.7533  -0.544
Br 0.4027 -0.8204 6.3053  0.697
C 0.1023 -0.1964 3.5017  -0.297
N 1.0582 -1.1562 3.2814  0.175
N -0.4466 0.4130 2.4027  0.174
H 3.8766 0.1487 1.3604  0.069
H 4.4207 -0.1307 -0.3248  0.077
H 5.5674 -0.1537 1.0557  0.055
H 5.1357 -2.4457 0.2215  0.102
H 4.8572 -2.2167 1.9187  0.107
H 3.2343 -3.6744 0.5721  0.122
H 2.6199 -2.1891 -0.1511  0.118
H -0.0616 2.0554 -2.1297  0.123
H -1.3715 0.9431 -2.3687  0.124
H -2.8108 2.6477 -3.2947  0.110
H -1.7140 3.9325 -2.8403  0.111
H -1.5061 3.6930 -5.2406  0.073
H -1.2990 1.9335 -5.0556  0.073
H -0.0307 3.0852 -4.4951  0.070
H -1.7130 1.4603 5.8860  0.098

Computed properties:
Maximum force: 0.061 hartree/bohr
Orbital gap: 7.65 eV
Net charge: 0
LUMO: -0.4 eV
SMILES: CCCOC1=NC2=NC(OCCC)=NC3=C(Br)C=C(Br)C(=N1)N23
Highest occupied orbital energy: -0.2955 hartree
Energy above the lowest of the compared OMol25 structures with the same formula, charge and spin: 7.73 kcal/mol

=====

Formula: CH3IO3S
Source: OMol25
Level of theory: the ωB97M-V functional and the def2-TZVPD basis

Last column: Löwdin charge in e.
Atoms and positions in Å:
C -1.2942 -0.2772 0.0743  -0.108
O -0.1959 0.0395 0.9060  -0.378
S 1.0775 0.4443 0.1420  0.472
O 1.8518 1.2577 0.9752  -0.384
O 0.3648 0.9095 -1.7565  -0.437
I 2.6750 -1.4125 -0.2382  0.581
H -2.1258 0.2238 0.6576  0.123
H -1.3417 -1.4300 0.0572  0.130
H -1.0116 0.2449 -0.8175  0.002

Computed properties:
Maximum force: 0.113 hartree/bohr
Orbital gap (alpha / beta): 8.04 / 8.04 eV
Net charge: 0
LUMO (alpha / beta): -2.3 / -2.3 eV
SMILES: COS(=O)(=O)I
Highest occupied orbital energy (alpha / beta): -0.3794 / -0.3795 hartree
Energy above the lowest of the compared OMol25 structures with the same formula, charge and spin: 100.51 kcal/mol

=====

Formula: C4H6N2
Source: OMol25
Level of theory: the ωB97M-V functional and the def2-TZVPD basis

Last column: Löwdin charge in e.
Atoms and positions in Å:
C 0.7753 -0.2989 -1.4560  -0.053
N 0.3563 -0.3354 -0.0648  -0.161
C 0.0177 0.9757 0.2872  -0.181
C -0.9386 0.8575 1.2542  -0.145
N -1.1037 -0.4512 1.5918  0.054
C -0.3157 -1.1367 0.7804  -0.172
H 0.4034 0.9278 -1.3731  0.150
H 1.6848 -0.9326 -1.6504  0.092
H 0.0011 -0.6325 -2.1412  0.066
H 0.8554 1.6651 0.3103  0.130
H -1.5244 1.6451 1.7068  0.098
H -0.2248 -2.2148 0.7827  0.122

Computed properties:
Maximum force: 0.086 hartree/bohr
Orbital gap: 9.60 eV
Net charge: 0
LUMO: 0.9 eV
SMILES: Cn1ccnc1
Highest occupied orbital energy: -0.3210 hartree
Energy above the lowest of the compared OMol25 structures with the same formula, charge and spin: 71.77 kcal/mol

=====

Formula: C4H5ClOS
Source: OMol25
Level of theory: the ωB97M-V functional and the def2-TZVPD basis

Last column: Löwdin charge in e.
Atoms and positions in Å:
Cl -1.4848 -1.5320 1.9435  0.098
S -2.1090 -0.8134 0.0942  0.551
C -0.7345 -0.5965 -0.8626  -0.687
C -0.1488 -0.4352 -2.0152  -0.038
C 0.7455 -0.9110 -0.9248  -0.150
H -0.2626 -0.3434 -3.0392  0.076
H 1.1844 -1.9570 -0.8513  0.105
H 1.4435 -0.3142 -0.4576  0.033
C 0.3574 1.7566 1.5591  -0.089
O 0.2291 1.7742 0.3322  -0.038
H 0.7366 0.8330 2.0094  0.070
H 0.0432 2.5391 2.2123  0.069

Computed properties:
Maximum force: 0.070 hartree/bohr
Orbital gap: 8.07 eV
Net charge: 0
LUMO: -0.4 eV
SMILES: ClSC1=CC1.C=O
Highest occupied orbital energy: -0.3110 hartree
Energy above the lowest of the compared OMol25 structures with the same formula, charge and spin: 83.07 kcal/mol

=====

Formula: C35H40N3O4PS2Ta
Source: OMol25
Level of theory: the ωB97M-V functional and the def2-TZVPD basis

Last column: Mulliken spin population.
Atoms and positions in Å:
Ta -0.2732 -1.1424 0.3046  0.158
O -2.2216 -0.6059 0.1877  0.002
C -3.3050 -0.9938 -0.4395  0.002
C -4.1502 -0.0600 -1.0540  -0.002
C -5.3359 -0.4755 -1.6224  0.000
C -5.7219 -1.8179 -1.6027  0.001
C -4.8878 -2.7466 -1.0229  0.002
C -3.6686 -2.3567 -0.4551  0.002
C -2.7691 -3.3587 0.0570  -0.003
N -1.5416 -3.1790 0.3693  0.017
C -0.7665 -4.3640 0.7656  0.013
C 0.5744 -3.8714 1.3019  0.010
N 0.9821 -2.7955 0.4109  0.141
C 1.8149 -3.1832 -0.5908  0.389
C 1.8223 -2.6871 -1.9107  -0.043
C 2.7850 -3.1419 -2.8438  0.141
C 2.7850 -2.7154 -4.1501  -0.091
C 1.8162 -1.8156 -4.6028  0.186
C 0.8499 -1.3546 -3.7235  -0.120
C 0.8505 -1.7772 -2.4038  0.155
O -0.0785 -1.2862 -1.5606  0.033
H -3.8390 0.9753 -1.0719  0.000
H -5.9817 0.2560 -2.0925  0.000
H -6.6587 -2.1221 -2.0484  0.000
H -5.1600 -3.7962 -1.0157  0.000
H -3.1790 -4.3715 0.1211  0.000
H -0.5803 -4.9677 -0.1273  0.002
H -1.3231 -4.9594 1.4924  -0.002
H 1.3259 -4.6644 1.3193  0.004
H 0.4755 -3.5073 2.3231  -0.003
H 2.4884 -4.0082 -0.3687  -0.007
H 3.5400 -3.8402 -2.5025  0.003
H 3.5414 -3.0807 -4.8326  -0.003
H 1.8219 -1.4798 -5.6307  0.013
H 0.0816 -0.6561 -4.0305  -0.005
C 1.9690 2.2915 4.1186  0.000
C 0.5034 2.2340 4.4786  0.000
O 0.0188 0.8765 4.3358  0.000
P -0.9333 0.4708 3.1450  -0.001
S -0.8096 -1.5106 2.9133  -0.001
S -0.4889 1.3409 1.4180  -0.003
O -2.3459 0.9361 3.7171  0.000
C -3.5192 0.9647 2.8689  0.000
C -4.2936 -0.3323 2.9493  -0.001
H 2.3580 3.2924 4.3125  0.000
H 2.1144 2.0534 3.0649  0.000
H 2.5336 1.5740 4.7130  0.000
H -0.0861 2.9018 3.8470  0.000
H 0.3248 2.4979 5.5202  0.000
H -3.2081 1.1743 1.8434  0.000
H -4.1063 1.8041 3.2391  0.000
H -3.6960 -1.1591 2.5686  0.001
H -5.1954 -0.2497 2.3401  0.000
H -4.5834 -0.5473 3.9777  0.000
C 4.8989 -0.3414 3.0959  0.001
C 3.7252 -1.0989 3.2685  -0.002
C 2.7174 -1.0356 2.3464  -0.005
C 2.8018 -0.2178 1.1898  -0.024
C 1.7370 -0.1335 0.2250  0.045
C 1.9750 0.6678 -0.8733  -0.001
C 3.1738 1.3896 -1.0617  0.009
C 4.1666 1.3325 -0.1331  -0.002
C 4.0022 0.5275 1.0185  -0.007
C 5.0280 0.4509 1.9919  0.000
H 5.6922 -0.3930 3.8310  0.000
H 3.6168 -1.7323 4.1405  0.001
H 1.8245 -1.6177 2.5084  -0.009
H 1.2147 0.7739 -1.6388  0.002
H 3.3027 1.9826 -1.9594  0.001
H 5.0913 1.8829 -0.2624  0.000
H 5.9281 1.0346 1.8362  0.000
C -0.7681 5.0334 -1.7495  0.000
C -0.3112 3.9537 -2.7388  0.000
C -0.8243 4.2599 -4.1511  0.000
C 1.2180 3.8472 -2.7326  -0.001
C -0.8728 2.6686 -2.3037  -0.001
N -1.3263 1.6789 -1.9387  0.002
H -0.3447 5.9939 -2.0456  0.000
H -0.4298 4.7986 -0.7406  0.000
H -1.8543 5.1212 -1.7403  0.000
H -0.4101 5.2120 -4.4855  0.000
H -1.9117 4.3315 -4.1658  0.000
H -0.5181 3.4842 -4.8529  0.000
H 1.6449 4.7934 -3.0683  0.000
H 1.5581 3.0555 -3.4012  0.000
H 1.5847 3.6332 -1.7292  0.000

Computed properties:
Maximum force: 0.015 hartree/bohr
Orbital gap (alpha / beta): 5.46 / 7.19 eV
2S+1: 2
Net charge: 0
LUMO (alpha / beta): -0.2 / -0.1 eV
Highest occupied orbital energy (alpha / beta): -0.2077 / -0.2694 hartree

=====

Formula: C7H13NO
Source: OMol25
Level of theory: the ωB97M-V functional and the def2-TZVPD basis

Last column: Löwdin charge in e.
Atoms and positions in Å:
C 1.9829 -1.6405 0.4159  0.093
C 0.9265 -1.0688 0.9832  -0.285
C 1.0371 -0.1177 2.1355  -0.064
C -0.4224 -1.3967 0.4308  -0.548
N -1.4717 -0.7457 0.9918  0.180
O -0.5895 -2.2165 -0.4516  0.035
H 2.9896 -1.4565 0.7511  0.069
H 1.8509 -2.3167 -0.4117  0.073
H 0.6932 0.8761 1.8483  0.066
H 0.4432 -0.4633 2.9809  0.084
H 2.0740 -0.0388 2.4530  0.080
H -1.3486 0.0505 1.5894  0.084
H -2.3782 -0.8926 0.5795  0.116
C -0.5896 2.2251 -0.5973  -0.033
C -0.1268 1.3000 -1.4178  -0.253
C -0.9530 0.5497 -2.4044  -0.101
H -1.6294 2.5113 -0.5943  0.054
H 0.0480 2.7500 0.0951  0.045
H 0.9228 1.0345 -1.3989  0.096
H -0.5558 0.6918 -3.4087  0.075
H -0.9147 -0.5172 -2.1863  0.057
H -1.9883 0.8822 -2.3835  0.074

Computed properties:
Maximum force: 0.008 hartree/bohr
Orbital gap: 10.29 eV
Net charge: 0
LUMO: 0.8 eV
SMILES: C=C(C)C(N)=O.C=CC
Highest occupied orbital energy: -0.3488 hartree
Energy above the lowest of the compared OMol25 structures with the same formula, charge and spin: 21.22 kcal/mol